# 1
ORCA calculation (ωB97M-V with the def2-TZVPD basis set) on a 2-piece molecular cluster, C2ClF4N overall in a non-equilibrium geometry.

```
8
Properties=species:S:1:pos:R:3:forces:R:3
C 0.7293 1.9266 -0.3318 1.6 1.8 -3.3
C -0.7056 -1.6610 0.4648 -0.1 1.9 2.3
N 0.1122 1.5561 0.6230 -1.9 -1.3 3.2
F 0.9915 3.2156 -0.6012 0.0 -0.3 0.3
F -2.0036 -1.5969 0.2534 0.1 -0.6 0.1
F -0.0406 -2.1827 -0.4821 0.7 -1.2 -1.6
F -0.3576 -2.1677 1.6623 -0.7 0.0 -0.9
Cl 1.2744 0.9099 -1.5885 0.2 -0.3 -0.2
```
Positions in Å, forces in eV/Å.

Properties
HOMO-LUMO gap (spin up / spin down): 11.60 / 7.17 eV
Highest occupied orbital energy (spin up / spin down): -11.717 / -9.464 eV
Largest force on an atom: 4.1 eV/A

Atom charges from the natural (NBO) analysis, given in e for atoms 1 to 6: 0.423, 0.963, -0.204, -0.292, -0.312, -0.298

---

# 2
ORCA calculation (ωB97M-V with the def2-TZVPD basis set) on C2ClF4O2S as an isolated structure in a non-equilibrium geometry.

```
10
Properties=species:S:1:pos:R:3:forces:R:3
C -1.5812 0.4027 0.2905 0.8 -0.7 -1.8
C 2.4493 -0.4190 -0.0816 -1.0 -1.3 0.8
O -0.2310 -1.9699 0.0390 0.1 0.0 0.0
O -0.0097 -0.1701 -1.6781 0.1 -0.1 -0.5
F -2.4888 0.0812 -0.6805 0.1 0.0 0.6
F -2.2033 0.2453 1.4611 0.2 0.0 0.3
F -1.3150 1.7024 0.1039 -0.1 0.7 0.5
F 2.5868 -0.5147 1.2550 0.3 -0.3 0.2
S 0.1258 -0.5921 -0.2942 -0.9 -0.1 0.4
Cl 2.6671 1.2342 -0.4151 0.5 1.8 -0.6
```
Positions in Å, forces in eV/Å.

Properties
HOMO-LUMO gap (spin up / spin down): 7.87 / 7.87 eV
Highest occupied orbital energy (spin up / spin down): -4.377 / -4.378 eV
Net charge: -1
Largest force on an atom: 2.1 eV/A

Atom charges from the natural (NBO) analysis, given in e for atoms 1 to 6: 0.727, 0.120, -0.991, -0.989, -0.358, -0.344

---

# 3
ORCA calculation (ωB97M-V with the def2-TZVPD basis set) on C2ClN2O2 as an isolated structure in a non-equilibrium geometry.

```
7
Properties=species:S:1:pos:R:3:forces:R:3
C -1.7884 0.8183 -0.1562 0.4 1.3 -1.1
C 2.0780 -0.4990 0.4534 0.0 0.1 0.3
N 1.0036 -0.4960 1.1161 -1.3 0.7 -0.5
N 2.6234 -1.2812 1.2791 1.3 -0.5 -0.2
O -2.6390 0.3659 0.4659 -0.8 -1.1 1.1
O -1.0856 1.4066 -0.8638 0.5 -0.3 0.1
Cl 2.6353 0.3748 -1.0720 -0.1 -0.3 0.3
```
Positions in Å, forces in eV/Å.

Properties
HOMO-LUMO gap: 5.62 eV
Highest occupied orbital energy: -2.363 eV
Net charge: -1
Largest force on an atom: 1.8 eV/A

Atom charges from the natural (NBO) analysis, given in e for atoms 1 to 6: 1.042, 0.264, -0.536, -0.493, -0.532, -0.516

---

largest force on an atom of number 3 (C2ClN2O2)? 1.8 eV/A

---

Among the records above, which one has the lowest largest force on an atom? C2ClN2O2

---

Which value of largest force on an atom does entry 2 give? 2.1 eV/A